[1]
7
Properties=species:S:1:pos:R:3:lowdin_charge:R:1 method="wB97M-V/def2-TZVPD" spin_multiplicity=6 homo_lumo_gap_ev="11.0 / 5.6" total_charge=+2 lumo_energy_ev="-11.847 / -15.594"
C 1.2105 -2.3664 0.1343 0.354
C 0.8529 -1.1287 0.0091 0.041
O 0.5848 0.0201 -0.0671 0.163
H 1.7199 -2.6787 1.0477 0.181
H 1.0619 -3.0503 -0.7028 0.179
F -2.2880 2.0309 -0.2815 -0.313
Fe -0.6731 1.4282 -0.0372 1.395



[2]
9
Properties=species:S:1:pos:R:3:lowdin_charge:R:1 method="wB97M-V/def2-TZVPD" spin_multiplicity=2 homo_lumo_gap_ev="4.9 / 8.6" total_charge=+2 lumo_energy_ev="-13.604 / -12.499"
H -1.6530 -0.3251 -0.3737 0.192
O -1.2360 0.3659 -0.9144 0.303
Hg 0.2861 3.8183 -0.7795 1.415
O 0.2573 1.9833 -0.7737 -0.124
C -0.2829 0.9886 -0.3308 -0.126
O 0.8964 -0.4870 0.6746 0.100
C 0.6420 -1.6722 0.9273 -0.131
F 1.4575 -2.6046 0.4584 0.193
H -0.3673 -2.0671 1.1118 0.178



[3]
8
Properties=species:S:1:pos:R:3:lowdin_charge:R:1 method="wB97M-V/def2-TZVPD" spin_multiplicity=1 homo_lumo_gap_ev=9.1 total_charge=0 lumo_energy_ev=-0.117
F -0.4418 0.1982 2.2739 -0.125
C -0.1595 1.0095 1.2442 -0.977
I -1.8669 2.0238 0.5989 0.884
C 0.9022 1.0063 0.5075 -0.706
I 2.5033 -0.2169 0.9571 0.861
H 0.9941 1.5792 -0.3224 -0.012
I -2.1611 -2.1800 0.3926 0.366
H -1.7001 -1.1170 1.6115 -0.292



[4]
9
Properties=species:S:1:pos:R:3:lowdin_charge:R:1 method="wB97M-V/def2-TZVPD" spin_multiplicity=1 homo_lumo_gap_ev=8.7 total_charge=0 lumo_energy_ev=-0.555
C 0.7377 0.0805 0.6716 -1.142
C -0.3868 -0.2247 -0.2943 -1.145
O -1.3963 0.6795 -0.2701 -0.101
F -0.0300 -0.2389 -1.6333 -0.074
I 2.4277 -1.2051 0.3540 0.770
I 1.2868 2.1733 0.1856 0.760
I -1.1973 -2.2428 0.2398 0.765
H 0.5170 0.1575 1.7776 0.042
H -1.9587 0.8208 -1.0308 0.124



Energy above the lowest of the compared OMol25 structures with the same formula, charge and spin for the records above, in order: 28.1, 0.0, 45.3, 43.6 kJ/mol
E_tot for the records above, in order: -1515.31824, -555.47021, -1070.29803, -1145.56868 Eh